(1)
The following is a quantum chemistry calculation of the molecule C6H10O in a non-equilibrium geometry, from the Open Molecules 2025 dataset.

Positions of all 17 atoms, in Å:
1 C 0.403897 -0.627643 -2.905761
2 C 0.521162 0.396001 -1.776191
3 C 0.586614 0.515112 -0.507601
4 C 0.114664 0.642950 0.863406
5 C -1.349660 1.151366 0.926612
6 C 0.316238 -0.663791 1.650655
7 O 1.520191 1.433591 -1.434084
8 H -0.159790 -1.485331 -2.652276
9 H 1.382342 -1.007318 -3.163483
10 H 0.182245 -0.104380 -3.765408
11 H 0.711644 1.513807 1.293437
12 H -2.016176 0.379956 0.801241
13 H -1.507850 1.775602 0.078748
14 H -1.643403 1.577570 1.853886
15 H -0.257423 -1.514374 1.336668
16 H -0.013175 -0.507628 2.658607
17 H 1.331213 -1.021090 1.761223

Atomic forces in eV per Å
1.8 1.6 1.8
1.2 -2.2 0.1
-0.5 1.1 -1.3
0.6 1.0 1.2
1.6 0.1 -0.6
0.2 0.5 0.7
-1.0 -0.8 0.1
-1.1 -0.4 0.2
0.7 0.0 0.4
-1.4 0.7 -2.1
-0.3 -1.4 -0.2
-1.5 -2.3 -0.5
-0.2 1.0 -0.3
0.2 0.8 0.8
-0.5 -0.2 -0.8
-0.3 0.3 0.8
0.5 0.3 -0.4

Summary:
* SMILES string: CC1=C(C(C)C)O1
* HOMO-LUMO gap: 8.580 eV
* relative energy (zero: lowest compared OMol25 entry of this formula, charge and spin): 4.039 eV
* highest occupied orbital energy: -7.76 eV

Results of the Löwdin charge analysis, in e, for atoms 1 through 6: -0.001, -0.186, -0.068, -0.345, -0.043, -0.063

***

(2)
The following is a quantum chemistry calculation of the molecule C6H10O, from the Open Molecules 2025 dataset.

Positions of all 17 atoms, in Å:
1 O 1.187527 0.083020 1.748794
2 C 0.537323 -1.008292 1.500203
3 C -0.344493 -1.319168 0.330720
4 C 0.064392 -0.790243 -1.055078
5 C -0.555773 0.512334 -1.492086
6 C -1.373305 1.291190 -0.787287
7 C 1.383695 1.220438 1.146190
8 H 0.639210 -1.723055 2.306902
9 H -0.357486 -2.415584 0.283128
10 H -1.393875 -1.039362 0.523328
11 H -0.205956 -1.547533 -1.803253
12 H 1.158629 -0.705269 -1.119931
13 H -0.271009 0.831536 -2.495397
14 H -1.751734 2.224609 -1.193849
15 H -1.678114 1.051857 0.228936
16 H 0.921952 1.442634 0.196313
17 H 2.039017 1.890888 1.682368

Atomic forces in eV per Å
0.3 0.0 0.6
-0.3 -0.6 -0.2
-0.1 0.0 0.0
0.0 0.0 0.0
-0.1 0.1 0.1
0.1 -0.1 -0.1
0.0 0.5 -0.4
0.0 0.1 -0.1
0.0 0.2 0.0
0.2 0.0 0.0
0.0 0.1 0.1
-0.1 0.0 0.0
-0.1 0.0 0.1
0.0 -0.2 0.0
0.0 0.0 -0.2
0.1 0.0 0.2
-0.1 -0.1 -0.1

Summary:
* HOMO-LUMO gap (alpha / beta): 7.879 / 8.062 eV
* relative energy (zero: lowest compared OMol25 entry of this formula, charge and spin): 3.994 eV
* highest occupied orbital energy (alpha / beta): -6.90 / -7.05 eV

Results of the Löwdin charge analysis, in e, for atoms 1 through 6: -0.083, -0.151, -0.184, -0.208, -0.202, -0.012

***

(3)
The following is a quantum chemistry calculation of a cluster of 2 separate species, C6H10O in total, from the Open Molecules 2025 dataset.

Positions of all 17 atoms, in Å:
1 O 1.762889 -0.681017 1.319775
2 C 1.573284 -0.745222 0.130038
3 C 0.290901 -0.398147 -0.573028
4 C 0.608852 1.090786 -0.724016
5 C -0.416591 1.837872 -0.343666
6 C -1.624463 0.999991 -0.012569
7 C -1.027481 -0.402766 0.228433
8 H 2.409117 -0.898037 -0.584053
9 H 0.203018 -0.922665 -1.537766
10 H 1.604691 1.458235 -0.970068
11 H -0.394596 2.920741 -0.328491
12 H -2.291946 0.989818 -0.885733
13 H -2.192087 1.377848 0.842317
14 H -0.792621 -0.549551 1.288088
15 H -1.718901 -1.200498 -0.069859
16 H 0.693491 -2.564118 1.147319
17 H 0.313520 -2.906966 0.612190

Atomic forces in eV per Å
0.1 0.0 -0.4
0.2 -0.1 0.4
0.1 0.2 0.1
-0.3 0.3 -0.2
0.0 0.0 -0.2
-0.1 0.1 0.0
0.1 0.0 0.0
0.1 -0.1 0.2
0.2 0.2 0.2
-0.3 -0.1 -0.2
-0.1 0.0 0.1
-0.1 0.0 0.2
0.0 -0.1 -0.1
0.0 0.1 -0.1
0.3 0.1 0.0
-0.2 -0.4 0.0
-0.1 -0.3 0.1

Summary:
* SMILES string: O=C[C@@H]1C=CCC1.[H][H]
* HOMO-LUMO gap: 10.441 eV
* relative energy (zero: lowest compared OMol25 entry of this formula, charge and spin): 1.754 eV
* highest occupied orbital energy: -9.37 eV

Results of the Löwdin charge analysis, in e, for atoms 1 through 6: 0.018, -0.334, -0.284, -0.074, -0.081, -0.175

***

(4)
The following is a quantum chemistry calculation of a cluster of 3 separate species, C6H10O in total, from the Open Molecules 2025 dataset.

Positions of all 17 atoms, in Å:
1 C 1.065346 0.331481 1.756101
2 C 0.696494 0.241581 0.369169
3 C 1.160422 0.140385 -1.091096
4 C -0.167363 0.135972 -1.841434
5 C -1.317875 -0.257210 -1.250354
6 C -1.249866 -0.902466 0.069475
7 O -0.029402 -1.160832 0.442967
8 H 1.198393 1.325131 2.184171
9 H 1.640634 -0.461728 2.225833
10 H -0.556999 0.252582 2.030200
11 H -0.053356 1.035747 0.283306
12 H 1.749460 -0.768662 -1.243632
13 H 1.765591 0.997138 -1.413783
14 H -0.209100 0.610610 -2.818983
15 H -2.283947 -0.128166 -1.732363
16 H -1.364311 0.167320 1.603253
17 H -2.044121 -1.558882 0.427170

Atomic forces in eV per Å
0.2 0.0 0.0
-0.2 -0.1 0.1
0.0 0.0 0.0
0.0 0.0 0.0
0.1 0.0 0.0
0.0 0.1 -0.1
-0.1 0.4 0.1
-0.1 -0.2 -0.1
0.0 0.1 -0.1
0.3 -0.1 -0.1
-0.2 -0.2 0.1
-0.1 0.1 0.0
-0.1 -0.1 0.1
0.0 -0.1 0.1
0.2 0.0 0.1
0.0 -0.1 -0.2
0.2 0.2 0.0

Summary:
* HOMO-LUMO gap (alpha / beta): 7.517 / 7.519 eV
* relative energy (zero: lowest compared OMol25 entry of this formula, charge and spin): 5.663 eV
* highest occupied orbital energy (alpha / beta): -7.55 / -7.55 eV

Results of the Löwdin charge analysis, in e, for atoms 1 through 6: -0.029, -0.384, -0.118, -0.072, -0.073, -0.220

***

(5)
The following is a quantum chemistry calculation of the molecule C6H10O in a non-equilibrium geometry, from the Open Molecules 2025 dataset.

Positions of all 17 atoms, in Å:
1 O 0.492555 1.675922 1.346778
2 C -0.471077 1.257254 0.372256
3 C -1.355358 0.092334 0.786513
4 C -1.078407 -1.187662 0.521234
5 C 0.147410 -1.642103 -0.221697
6 C 1.081731 -0.464481 -0.527113
7 C 0.365546 0.856779 -0.826446
8 H 1.204854 2.012862 0.774780
9 H -1.129044 2.109787 0.138107
10 H -2.321341 0.339858 1.221099
11 H -1.784089 -1.962676 0.826500
12 H -0.166783 -2.160811 -1.140856
13 H 0.687024 -2.405945 0.358615
14 H 1.693892 -0.279310 0.361463
15 H 1.743891 -0.700134 -1.363002
16 H 1.150343 1.657734 -0.902146
17 H -0.261147 0.800594 -1.726085

Atomic forces in eV per Å
-0.1 0.1 0.2
-0.1 -0.2 -0.4
0.1 -0.1 0.1
0.0 0.3 0.0
0.0 0.1 0.0
0.2 0.0 0.0
0.1 0.1 -0.2
-0.2 0.1 0.9
0.2 -0.2 0.0
0.2 0.0 0.2
0.1 0.2 -0.1
0.0 0.2 0.1
-0.1 0.2 -0.1
0.1 -0.1 -0.2
0.1 -0.1 0.1
-0.7 -0.6 -0.7
0.3 0.1 0.0

Summary:
* SMILES string: O[C@@H]1C=CCCC1
* HOMO-LUMO gap: 10.523 eV
* relative energy (zero: lowest compared OMol25 entry of this formula, charge and spin): 0.417 eV
* highest occupied orbital energy: -9.52 eV

Results of the Löwdin charge analysis, in e, for atoms 1 through 6: -0.049, -0.387, -0.040, -0.093, -0.189, -0.192

***

(6)
The following is a quantum chemistry calculation of a cluster of 2 separate species, C6H10O in total, from the Open Molecules 2025 dataset.

Positions of all 17 atoms, in Å:
1 C 0.102092 -1.238771 -2.915000
2 C 0.626512 -0.980738 -1.862322
3 C 1.202315 -0.665777 -0.552299
4 C 0.096306 -0.242452 0.423234
5 O -0.224498 -0.954540 1.347854
6 C -0.543367 1.108171 0.169416
7 C -1.939284 1.220728 0.769427
8 H -0.363268 -1.475858 -3.846448
9 H 1.708699 -1.540012 -0.134468
10 H 1.933251 0.147842 -0.653608
11 H 0.130622 1.854189 0.617745
12 H -0.548036 1.304376 -0.909220
13 H -2.318679 2.243980 0.687814
14 H -1.929484 0.926971 1.822133
15 H -2.633515 0.557370 0.244177
16 H 2.716834 -1.095756 2.448264
17 H 1.983499 -1.169723 2.343301

Atomic forces in eV per Å
0.2 0.1 0.4
-0.3 -0.1 -0.5
0.1 -0.1 0.0
-0.2 -0.1 0.2
0.1 0.3 -0.4
0.0 0.0 0.0
-0.1 0.0 0.0
0.1 0.0 0.2
-0.1 0.1 -0.1
-0.1 -0.1 0.0
0.0 -0.1 -0.1
0.0 0.0 0.1
0.1 -0.2 0.0
0.0 0.1 -0.2
0.1 0.1 0.1
0.0 0.0 0.0
0.1 0.0 0.0

Summary:
* SMILES string: C#CCC(=O)CC.[H][H]
* HOMO-LUMO gap: 10.592 eV
* relative energy (zero: lowest compared OMol25 entry of this formula, charge and spin): 2.366 eV
* highest occupied orbital energy: -9.66 eV

Results of the Löwdin charge analysis, in e, for atoms 1 through 6: 0.119, -0.141, -0.145, -0.422, 0.061, -0.184

***

(7)
The following is a quantum chemistry calculation of a cluster of 2 separate species, C6H10O in total, from the Open Molecules 2025 dataset.

Positions of all 17 atoms, in Å:
1 C -1.247134 1.057931 -0.206751
2 C -1.574370 -0.157143 -0.655626
3 C -1.519137 -1.413404 0.109722
4 C -0.983896 -1.543911 1.323661
5 H -1.233891 1.921988 -0.864267
6 H -0.987540 1.236577 0.834240
7 H -1.861085 -0.257601 -1.701680
8 H -1.863169 -2.304626 -0.411086
9 H -0.601299 -0.693242 1.881204
10 H -0.852552 -2.513202 1.792405
11 C 2.004544 1.010138 -0.821028
12 C 1.522329 0.226500 0.368804
13 O 1.529845 -0.979936 0.417962
14 H 1.558864 2.006801 -0.872631
15 H 1.810085 0.452874 -1.740320
16 H 3.088991 1.123696 -0.706251
17 H 1.209417 0.826561 1.251643

Atomic forces in eV per Å
-0.1 -0.1 0.0
0.0 0.2 0.0
0.1 -0.1 0.2
-0.2 0.0 -0.1
-0.1 -0.1 0.1
-0.1 0.0 -0.2
0.1 0.0 0.1
0.0 0.1 0.1
-0.1 -0.1 -0.1
-0.2 0.1 -0.1
0.0 0.0 -0.1
0.2 -0.3 0.0
0.2 0.5 0.0
0.0 -0.2 0.0
0.0 0.1 0.1
-0.1 0.0 -0.1
0.1 -0.1 -0.1

Summary:
* SMILES string: C=CC=C.CC=O
* HOMO-LUMO gap: 9.584 eV
* relative energy (zero: lowest compared OMol25 entry of this formula, charge and spin): 1.646 eV
* highest occupied orbital energy: -8.79 eV

Results of the Löwdin charge analysis, in e, for atoms 1 through 6: -0.024, -0.178, -0.185, 0.001, 0.061, 0.056

***

The highest relative energy (zero: lowest compared OMol25 entry of this formula, charge and spin) belongs to which entry?
number 4

***

Which value of relative energy (zero: lowest compared OMol25 entry of this formula, charge and spin) does entry 4 give?
5.663 eV

***

Which value of relative energy (zero: lowest compared OMol25 entry of this formula, charge and spin) does entry 1 give?
4.039 eV

***

What is the relative energy (zero: lowest compared OMol25 entry of this formula, charge and spin) in the fourth record?
5.663 eV